Record 1
Density functional theory data (the ωB97M-V functional and the def2-TZVPD basis) for C39H35ClN2Si2Sn as an isolated structure.

Atoms and positions in Å:
C 1.541 -0.415 -1.269
C 0.806 -1.555 -0.852
C -0.561 -1.375 -1.275
H 1.217 -2.456 -0.406
C -0.640 -0.089 -1.945
C 0.672 0.474 -1.944
H 0.970 1.386 -2.455
H 2.618 -0.280 -1.155
H -1.349 -2.133 -1.274
H -1.509 0.282 -2.489
Sn -0.798 0.193 0.608
Si -4.103 -0.854 1.661
C -3.368 -2.364 2.437
C -3.605 -2.606 3.798
H -4.138 -1.859 4.398
C -3.202 -3.806 4.394
H -3.511 -4.024 5.410
C -2.404 -4.709 3.688
H -2.071 -5.633 4.169
C -2.039 -4.411 2.371
H -1.369 -5.089 1.834
C -2.523 -3.263 1.737
H -2.219 -3.052 0.708
C -4.595 -1.045 -0.104
C -4.943 -2.301 -0.632
H -4.939 -3.182 0.012
C -5.268 -2.431 -1.990
H -5.545 -3.405 -2.383
C -5.206 -1.327 -2.844
H -5.442 -1.434 -3.909
C -4.842 -0.079 -2.332
H -4.786 0.785 -2.997
C -4.537 0.066 -0.980
H -4.225 1.038 -0.586
H -2.897 0.054 1.575
Si -6.920 -0.915 2.857
C -7.918 -1.040 1.309
C -8.841 -2.098 1.145
H -8.949 -2.856 1.928
C -9.621 -2.191 -0.010
H -10.320 -3.020 -0.125
C -9.509 -1.228 -1.014
H -10.115 -1.301 -1.915
C -8.617 -0.163 -0.853
H -8.517 0.591 -1.633
C -7.850 -0.053 0.311
H -7.180 0.798 0.441
C -6.915 -2.575 3.674
C -6.464 -3.718 2.992
H -6.029 -3.615 1.997
C -6.505 -4.971 3.604
H -6.058 -5.823 3.094
C -7.106 -5.123 4.851
H -7.175 -6.118 5.303
C -7.618 -4.011 5.521
H -8.098 -4.131 6.488
C -7.501 -2.737 4.947
H -7.867 -1.854 5.472
H -7.621 0.006 3.749
Cl -5.185 0.501 2.891
C 3.030 -0.661 2.873
C 3.667 0.580 2.930
C 3.053 1.696 2.354
C 1.804 1.555 1.752
N 1.161 0.338 1.749
C 1.780 -0.746 2.272
C 1.142 2.634 1.001
C 1.702 3.903 0.826
C 1.091 4.808 -0.047
C -0.060 4.424 -0.739
C -0.596 3.160 -0.508
N -0.031 2.303 0.373
H 3.475 -1.566 3.283
H 4.642 0.686 3.413
H 3.510 2.682 2.353
H 1.249 -1.700 2.204
H 2.603 4.138 1.379
H 1.518 5.800 -0.185
H -0.558 5.074 -1.457
H -1.489 2.818 -1.033

Results
* ΔE to the lowest compared entry with this formula, charge and spin: 0.9777 eV
* total charge: +2
* F_max: 3.8 eV/A
* Kohn-Sham gap: 6.2 eV
* LUMO level: -0.2202 hartree
* energy: -2869.619841 Eh

Here are the Löwdin charges for atoms 1 to 2, given in e: number 1, C, carries -0.151; number 2, C, carries -0.183

=====

Record 2
Density functional theory data (the ωB97M-V functional and the def2-TZVPD basis) for C39H36BCl3FN5O6PTl as an isolated structure.

Atoms and positions in Å:
Tl 0.427 -1.603 -0.734
O 3.703 -0.287 2.377
C 2.762 -0.169 1.583
O 2.494 -0.911 0.593
C 1.802 1.029 1.806
P 0.080 0.459 1.631
C -0.312 -0.235 3.275
C -1.646 -0.489 3.600
C -1.977 -1.102 4.797
C -0.979 -1.498 5.678
C 0.350 -1.272 5.353
C 0.686 -0.642 4.160
C -0.909 2.005 1.601
C -2.144 1.962 0.951
C -2.912 3.112 0.829
C -2.452 4.322 1.333
C -1.217 4.377 1.965
C -0.454 3.223 2.103
H 1.962 1.727 0.979
H 2.038 1.527 2.747
H -2.427 -0.217 2.898
H -3.018 -1.293 5.032
H -1.237 -1.994 6.606
H 1.137 -1.592 6.025
H 1.732 -0.486 3.919
H -2.474 1.018 0.521
H -3.869 3.063 0.322
H -3.051 5.219 1.229
H -0.846 5.318 2.356
H 0.506 3.276 2.601
Cl 7.963 -2.975 -1.451
C 6.212 -3.020 -1.421
C 5.489 -1.937 -1.888
C 4.111 -1.985 -1.861
Cl 3.242 -0.639 -2.539
C 3.366 -3.077 -1.343
O 2.086 -3.128 -1.293
C 4.183 -4.159 -0.928
Cl 3.388 -5.617 -0.398
C 5.564 -4.144 -0.949
H 5.989 -1.061 -2.275
H 6.119 -5.005 -0.605
N -0.019 -5.146 -1.121
C -1.046 -4.450 -1.665
O -0.925 -3.218 -1.875
C -2.250 -5.165 -1.980
C -3.353 -4.516 -2.576
N -4.266 -4.027 -3.090
C -2.331 -6.551 -1.753
N -2.396 -7.691 -1.548
H 0.883 -4.684 -1.075
H -0.068 -6.147 -1.063
C -3.086 -3.926 2.694
C -1.682 -3.657 2.267
C -0.473 -4.084 2.804
C 0.517 -3.528 1.990
N -0.088 -2.821 1.034
N -1.423 -2.900 1.205
C 1.999 -3.627 2.124
H -3.110 -4.265 3.730
H -3.542 -4.693 2.065
H -3.692 -3.022 2.608
H -0.325 -4.708 3.671
H -1.998 -2.040 0.601
H 2.309 -4.673 2.146
H 2.324 -3.151 3.052
H 2.503 -3.118 1.307
F -2.259 -1.048 -0.030
C -1.134 6.665 -4.360
C -0.933 5.948 -3.025
C -2.202 6.132 -2.181
C 0.250 6.608 -2.303
C -0.660 4.452 -3.197
C -0.691 3.824 -4.442
C -0.479 2.451 -4.603
C -0.224 1.728 -3.465
O -0.009 0.381 -3.311
B 0.166 0.191 -1.949
O 0.103 1.405 -1.273
C -0.169 2.346 -2.226
C -0.394 3.687 -2.053
H -1.308 7.728 -4.178
H -1.998 6.274 -4.901
H -0.256 6.573 -5.002
H -2.409 7.196 -2.032
H -2.098 5.662 -1.202
H -3.063 5.678 -2.677
H 0.066 7.679 -2.175
H 1.172 6.482 -2.875
H 0.406 6.174 -1.315
H -0.893 4.406 -5.330
H -0.525 1.979 -5.574
H -0.385 4.107 -1.054

Results
* ΔE to the lowest compared entry with this formula, charge and spin: 1.2956 eV
* total charge: -2
* F_max: 0.3 eV/A
* Kohn-Sham gap: 6.1 eV
* LUMO level: 0.1280 hartree
* energy: -4252.404294 Eh

Here are the Löwdin charges for atoms 1 to 2, given in e: number 1, Tl, carries 1.086; number 2, O, carries -0.024

=====

Record 3
Density functional theory data (the ωB97M-V functional and the def2-TZVPD basis) for C39H36IN4O3P2ReS2 as an isolated structure.

Atoms and positions in Å:
Re 0.905 1.129 -1.674
S -1.102 2.579 -1.591
P -1.569 1.282 -0.070
C 0.008 0.546 0.176
P 0.664 0.539 1.819
S 1.720 2.141 2.340
C 1.668 -0.977 2.015
C 1.848 -1.916 1.009
C 2.620 -3.050 1.236
C 3.215 -3.247 2.472
C 3.037 -2.313 3.486
C 2.264 -1.185 3.261
C -0.619 0.193 3.058
C -1.268 -1.041 3.031
C -2.184 -1.364 4.020
C -2.442 -0.462 5.044
C -1.793 0.763 5.076
C -0.879 1.095 4.082
C -2.439 2.121 1.263
C -2.056 3.421 1.593
C -2.702 4.086 2.623
C -3.718 3.453 3.324
C -4.099 2.159 2.994
C -3.465 1.487 1.961
C -2.769 0.080 -0.710
C -3.679 0.452 -1.698
C -4.624 -0.463 -2.147
C -4.668 -1.741 -1.606
C -3.775 -2.107 -0.607
C -2.824 -1.200 -0.163
H 1.392 -1.744 0.047
H 2.763 -3.780 0.447
H 3.814 -4.131 2.648
H 3.498 -2.466 4.454
H 2.126 -0.448 4.044
H -1.034 -1.757 2.250
H -2.682 -2.326 4.004
H -3.149 -0.720 5.824
H -1.988 1.464 5.878
H -0.359 2.044 4.099
H -1.263 3.906 1.036
H -2.411 5.098 2.876
H -4.218 3.970 4.135
H -4.897 1.670 3.540
H -3.775 0.485 1.694
H -3.648 1.451 -2.113
H -5.327 -0.171 -2.917
H -5.397 -2.459 -1.960
H -3.812 -3.105 -0.190
H -2.117 -1.486 0.610
N 1.932 2.948 -0.918
C 3.187 3.497 -1.496
C 3.046 3.655 -3.006
C 2.916 2.259 -3.584
O 3.895 1.670 -3.984
O 1.703 1.727 -3.506
H 1.206 3.644 -1.061
H 2.013 2.861 0.108
H 4.015 2.829 -1.264
H 3.396 4.459 -1.028
H 3.928 4.133 -3.423
H 2.161 4.251 -3.236
N -0.425 -4.476 -1.578
C -1.392 -3.927 -2.358
O -2.460 -4.460 -2.579
C -1.084 -2.575 -2.933
C -1.567 -2.247 -4.192
C -1.349 -0.969 -4.678
C -0.683 -0.059 -3.884
N -0.221 -0.374 -2.661
C -0.422 -1.614 -2.200
H -0.589 -5.407 -1.232
H 0.516 -4.124 -1.565
H -2.110 -2.991 -4.763
H -1.693 -0.667 -5.657
H -0.499 0.951 -4.226
H -0.073 -1.815 -1.199
I 2.557 -1.739 -3.921
C 3.499 -0.795 -2.312
C 4.820 -1.172 -2.123
C 5.514 -0.720 -1.018
C 4.857 0.096 -0.112
C 3.552 0.438 -0.366
N 2.858 0.019 -1.448
H 5.289 -1.817 -2.853
H 6.545 -1.010 -0.863
H 5.339 0.472 0.780
H 3.031 1.096 0.318

Results
* ΔE to the lowest compared entry with this formula, charge and spin: 0.0000 eV
* total charge: +1
* F_max: 1.2 eV/A
* Kohn-Sham gap (spin up / spin down): 7.2 / 6.5 eV
* 2S+1: 4
* LUMO level (spin up / spin down): -0.1005 / -0.1452 hartree
* energy: -3807.515826 Eh

Here are the Löwdin charges for atoms 1 to 2, given in e: number 1, Re, carries 1.349; number 2, S, carries 0.414